14
Properties=species:S:1:pos:R:3 method="wB97M-V/def2-TZVPD" lumo_energy_ev=0.68 homo_ev=-7.61 homo_lumo_gap_ev=8.30
C -2.16 -0.69 -0.41
C -2.47 0.49 0.12
N -1.63 1.57 0.09
C -0.26 1.54 0.02
C 0.91 2.29 -0.17
C 1.07 1.02 0.18
C 1.82 -0.24 0.17
H -2.81 -1.51 -0.56
H -1.10 -1.03 -0.54
H -3.45 0.59 0.59
H 1.30 3.38 -0.22
H 1.03 -0.83 -0.12
H 2.23 -0.51 1.14
H 2.67 -0.10 -0.46